Entry P
{"formula": "H10O5", "method": "wB97M-V/def2-TZVPD", "species": ["O", "O", "O", "O", "O", "H", "H", "H", "H", "H", "H", "H", "H", "H", "H"], "positions_angstrom": [[-0.869, -0.899, -2.523], [1.833, 1.992, 0.747], [-0.544, 0.891, -0.220], [-1.466, 0.420, 2.379], [1.170, -1.222, 0.420], [0.614, -1.966, 0.514], [2.020, 1.288, 1.338], [0.939, 1.947, 0.509], [-1.064, 0.475, -0.918], [-0.535, -1.790, -2.460], [0.065, 0.193, 0.077], [-2.002, -0.333, 2.409], [-1.366, 0.727, 1.429], [1.616, -1.271, -0.429], [-0.410, -0.452, -3.271]], "e_homo_ev": -10.73, "total_charge": 0, "smiles": "O.O.O.O.O", "mol_weight_g_mol": 90.1, "e_lumo_ha": -0.006, "orbital_gap_ev": 10.57, "multiplicity": 1}


Entry Q
{"formula": "H10O5", "method": "wB97M-V/def2-TZVPD", "species": ["O", "O", "O", "O", "O", "H", "H", "H", "H", "H", "H", "H", "H", "H", "H"], "positions_angstrom": [[1.266, 0.992, 0.181], [-2.032, 0.340, -0.195], [1.476, -1.125, -1.826], [-0.822, 2.930, 0.406], [-0.135, -2.757, 1.317], [0.839, 0.217, -0.213], [-0.372, -2.218, 0.551], [0.098, 2.858, 0.697], [2.146, -1.581, -1.300], [-2.200, 0.301, 0.752], [0.859, -1.817, -2.094], [-0.490, -3.632, 1.126], [-1.295, 3.337, 1.141], [-1.471, 1.131, -0.304], [2.132, 1.024, -0.239]], "e_homo_ev": -11.01, "total_charge": 0, "smiles": "O.O.O.O.O", "mol_weight_g_mol": 90.1, "e_lumo_ha": 0.015, "orbital_gap_ev": 11.41, "multiplicity": 1}


Decreasing stability: entry Q, entry P


Entry P
{"formula": "H10O5", "method": "wB97M-V/def2-TZVPD", "species": ["O", "O", "O", "O", "O", "H", "H", "H", "H", "H", "H", "H", "H", "H", "H"], "positions_angstrom": [[-2.718, 1.159, 0.027], [2.687, 1.245, 1.249], [2.043, -0.785, -0.894], [-2.072, -1.995, -0.818], [-0.072, 0.141, 0.718], [0.419, 0.872, 1.140], [-1.490, -1.564, -0.172], [-3.177, 0.600, -0.628], [3.489, 1.785, 1.160], [-1.429, -2.152, -1.516], [-0.635, 0.654, 0.124], [2.529, 0.899, 0.356], [1.584, -1.299, -0.231], [-2.673, 0.458, 0.654], [1.517, -0.018, -1.168]], "e_homo_ev": -11.56, "total_charge": 0, "smiles": "O.O.O.O.O", "mol_weight_g_mol": 90.1, "e_lumo_ha": 0.015, "orbital_gap_ev": 11.97, "multiplicity": 1}


Entry Q
{"formula": "H10O5", "method": "wB97M-V/def2-TZVPD", "species": ["O", "O", "O", "O", "O", "H", "H", "H", "H", "H", "H", "H", "H", "H", "H"], "positions_angstrom": [[-1.154, -0.373, 0.709], [-0.748, 1.878, -2.543], [0.054, -0.922, -1.763], [1.516, -1.136, 2.354], [0.490, 1.770, 0.820], [0.794, -1.537, -1.518], [-1.506, 1.594, -3.110], [-0.163, 1.063, 0.690], [-0.756, -0.739, -0.090], [-1.178, -1.108, 1.359], [-0.625, -1.366, -2.206], [0.774, 1.673, 1.722], [1.984, -1.573, 3.075], [1.252, -0.267, 2.565], [-0.735, 1.044, -2.061]], "e_homo_ev": -10.54, "total_charge": 0, "smiles": "O.O.O.O.O", "mol_weight_g_mol": 90.1, "e_lumo_ha": 0.007, "orbital_gap_ev": 10.73, "multiplicity": 1}


Decreasing stability: entry P, entry Q


Entry P
{"formula": "C5H9FN", "method": "wB97M-V/def2-TZVPD", "species": ["F", "N", "C", "C", "C", "C", "C", "H", "H", "H", "H", "H", "H", "H", "H", "H"], "positions_angstrom": [[2.419, -0.719, -0.143], [-0.882, -0.471, -0.196], [1.998, 0.297, 0.571], [-0.648, -1.740, 0.115], [-0.021, 0.408, -0.989], [-1.888, 0.163, 0.360], [0.837, 1.053, 0.119], [0.528, -0.117, -1.916], [1.231, 2.079, -0.047], [-0.605, 1.152, -1.326], [-1.062, -2.304, 0.887], [0.190, 1.197, 0.973], [-0.195, -2.359, -0.630], [-2.134, 1.059, -0.060], [2.699, 0.542, 1.253], [-2.465, -0.239, 1.030]], "e_homo_ev": [-13.99, -11.63], "total_charge": 1, "mol_weight_g_mol": 102.1, "e_lumo_ha": [-0.180, -0.224], "orbital_gap_ev": [9.09, 5.52], "multiplicity": 1}


Entry Q
{"formula": "C5H9FN", "method": "wB97M-V/def2-TZVPD", "species": ["F", "N", "C", "C", "C", "C", "C", "H", "H", "H", "H", "H", "H", "H", "H", "H"], "positions_angstrom": [[1.912, -0.219, 1.942], [-1.018, -0.335, -0.108], [1.154, 0.193, -0.413], [0.947, 0.104, 1.062], [0.904, 1.432, 0.456], [-0.366, -0.621, 1.246], [0.137, -0.655, -1.084], [0.474, -1.746, -0.933], [-1.867, -0.948, -0.246], [-0.113, -1.620, 1.093], [-1.004, -0.472, 2.136], [0.079, 2.028, 0.400], [1.792, 2.012, 0.601], [2.213, 0.079, -0.687], [-1.297, 0.687, -0.452], [-0.126, -0.434, -2.072]], "e_homo_ev": -15.05, "total_charge": 1, "smiles": "F[C@]12C[NH2+]C[C@H]1C2", "mol_weight_g_mol": 102.1, "e_lumo_ha": -0.137, "orbital_gap_ev": 11.33, "multiplicity": 1}


Entry R
{"formula": "C5H9FN", "method": "wB97M-V/def2-TZVPD", "species": ["F", "N", "C", "C", "C", "C", "C", "H", "H", "H", "H", "H", "H", "H", "H", "H"], "positions_angstrom": [[-0.410, -1.565, 1.025], [-1.694, 0.019, 0.293], [-0.385, -1.347, -1.282], [0.982, 0.656, 0.788], [-2.246, 1.005, 0.777], [-0.814, -0.866, 0.021], [2.067, -0.152, 0.853], [-3.327, 1.192, 0.898], [-0.553, -0.631, -2.037], [2.036, -0.841, 1.675], [0.379, 0.602, 1.695], [0.785, 1.387, 0.040], [-1.623, 1.888, 0.788], [-1.042, -2.072, -1.517], [2.892, -0.291, 0.211], [0.502, -1.855, -1.337]], "e_homo_ev": -14.12, "total_charge": 1, "mol_weight_g_mol": 102.1, "e_lumo_ha": -0.188, "orbital_gap_ev": 8.99, "multiplicity": 1}


Decreasing stability: entry Q, entry R, entry P


Entry P
{"formula": "C16H17NO", "method": "wB97M-V/def2-TZVPD", "species": ["O", "N", "C", "C", "C", "C", "C", "C", "C", "C", "C", "C", "C", "C", "C", "C", "C", "C", "H", "H", "H", "H", "H", "H", "H", "H", "H", "H", "H", "H", "H", "H", "H", "H", "H"], "positions_angstrom": [[-4.148, -2.636, 0.578], [2.618, 3.323, 1.524], [2.171, 2.473, 2.511], [-2.927, -2.689, -0.030], [0.986, -2.733, -1.842], [-0.021, 1.765, -0.285], [1.904, 3.765, -0.847], [0.349, 0.682, 2.800], [1.120, 1.736, 2.060], [1.846, 3.151, 0.402], [0.890, 2.157, 0.700], [-2.668, -3.517, -1.115], [-0.379, -2.735, -1.202], [-0.657, -1.915, -0.113], [-1.913, -1.888, 0.472], [0.037, 2.368, -1.526], [0.989, 3.360, -1.799], [-1.409, -3.533, -1.693], [2.636, 4.539, -1.065], [0.873, -0.272, 2.785], [-0.762, 1.006, -0.067], [-1.217, -4.177, -2.545], [1.009, 3.818, -2.781], [-0.607, 0.527, 2.300], [-3.460, -4.145, -1.510], [2.617, 2.443, 3.490], [0.895, -2.840, -2.928], [-2.122, -1.240, 1.316], [0.142, -1.283, 0.275], [1.644, -3.526, -1.489], [1.483, -1.782, -1.642], [0.135, 0.974, 3.823], [-0.652, 2.067, -2.296], [3.368, 3.980, 1.623], [-4.770, -3.223, 0.118]], "e_homo_ev": -7.78, "total_charge": 0, "smiles": "Cc1c[nH]c2ccccc12.Cc1ccc(O)cc1", "mol_weight_g_mol": 239.3, "e_lumo_ha": 0.032, "orbital_gap_ev": 8.66, "multiplicity": 1}


Entry Q
{"formula": "C16H17NO", "method": "wB97M-V/def2-TZVPD", "species": ["O", "N", "C", "C", "C", "C", "C", "C", "C", "C", "C", "C", "C", "C", "C", "C", "C", "C", "H", "H", "H", "H", "H", "H", "H", "H", "H", "H", "H", "H", "H", "H", "H", "H", "H"], "positions_angstrom": [[3.161, -2.138, 0.286], [-2.030, 2.570, 2.119], [0.375, -0.150, 1.486], [1.387, -1.015, -2.662], [2.439, -0.343, -3.286], [-3.349, 2.303, 2.367], [-2.332, 0.368, 1.891], [1.567, -1.465, -1.358], [-1.892, -0.960, 1.832], [-4.864, 0.239, 2.477], [-0.013, 1.166, 1.686], [3.735, -0.411, -1.272], [-3.571, 0.960, 2.318], [2.808, -1.302, -0.773], [2.411, -0.139, -4.790], [-1.372, 1.401, 1.822], [-0.559, -1.187, 1.503], [3.477, 0.160, -2.522], [2.657, -1.082, -5.289], [-4.064, 3.058, 2.648], [-5.106, -0.085, 3.488], [-5.673, 0.786, 2.008], [-1.637, 3.492, 2.161], [3.190, 0.546, -5.134], [0.433, -1.003, -3.171], [4.206, 0.821, -2.979], [4.576, -0.076, -0.679], [0.744, 1.937, 1.754], [-4.853, -0.717, 1.945], [1.391, -0.379, 1.195], [3.288, -1.641, 1.119], [-0.289, -2.222, 1.326], [1.412, 0.208, -5.061], [0.786, -1.944, -0.787], [-2.437, -1.756, 2.333]], "e_homo_ev": -7.76, "total_charge": 0, "smiles": "Cc1c[nH]c2ccccc12.Cc1ccc(O)cc1", "mol_weight_g_mol": 239.3, "e_lumo_ha": 0.030, "orbital_gap_ev": 8.58, "multiplicity": 1}


Decreasing stability: entry P, entry Q


Entry P
{"formula": "C3H2N4S", "method": "wB97M-V/def2-TZVPD", "species": ["S", "N", "N", "N", "N", "C", "C", "C", "H", "H"], "positions_angstrom": [[-2.255, -0.046, -0.445], [-0.128, -1.140, 0.634], [1.033, 1.437, 0.140], [1.769, 0.658, -0.775], [1.177, -1.325, 0.470], [-0.001, 1.087, 0.795], [-0.789, -0.028, 0.309], [1.911, -0.616, -0.497], [-0.171, 1.853, 1.482], [2.573, -1.180, -1.301]], "e_homo_ev": -9.53, "total_charge": 0, "smiles": "S=c1cnncnn1", "mol_weight_g_mol": 126.1, "e_lumo_ha": -0.080, "orbital_gap_ev": 7.36, "multiplicity": 1}


Entry Q
{"formula": "C3H2N4S", "method": "wB97M-V/def2-TZVPD", "species": ["S", "N", "N", "N", "N", "C", "C", "C", "H", "H"], "positions_angstrom": [[-0.378, -1.048, 2.938], [-1.516, -1.249, 1.934], [-0.735, -1.163, -1.307], [-0.050, 0.639, 0.063], [0.694, 0.576, -2.007], [0.074, -0.519, -2.154], [0.702, 1.177, -0.835], [-0.649, -0.464, -0.243], [1.240, 1.994, -0.587], [0.617, 0.058, 2.200]], "e_homo_ev": [-8.96, -7.99], "total_charge": 0, "mol_weight_g_mol": 126.1, "e_lumo_ha": [-0.041, -0.051], "orbital_gap_ev": [7.84, 6.59], "multiplicity": 1}


Decreasing stability: entry P, entry Q